Computed, not measured: a molecular structure, C4H3AgF7NO3PS in a non-equilibrium geometry, with ωB97M-V/def2-TZVPD.

Properties
- HOMO energy (Eh) = -0.472
- LUMO level (hartree) = -0.2408
- net charge = +1

CARTESIAN COORDINATES (ANGSTROEM)
Ag 2.96013 1.36811 1.87267
S -0.30865 -3.93331 0.34894
P -0.79536 -2.25976 1.02745
F -1.70193 1.34785 -2.35537
F 1.64612 0.85548 -1.57896
F -0.39940 2.19390 -0.82862
F 0.49370 -0.61497 -2.69033
F 0.65152 1.41529 -3.43690
F -1.95251 -0.88619 -1.18027
F -2.03585 0.61909 0.37718
O 1.88665 -0.61743 1.15914
O 0.67671 1.03014 2.86456
O 0.46346 1.09746 1.41279
N -0.18125 -0.76886 0.16597
C -1.22350 0.00246 -0.50408
C -0.70675 1.07690 -1.52274
C 0.79062 -0.16422 0.90401
C 0.54270 0.66742 -2.35389
H -0.31555 -1.84539 2.27162
H -2.12343 -1.84905 1.04438
H 1.63259 1.26506 3.00245

Cartesian forces (eV/Å) of the 6 atoms listed first:
Ag 2.0481 -0.0940 -1.4227
S 0.0823 -0.3536 -0.1193
P 0.2264 0.0223 -0.2567
F -0.2286 0.0220 -0.1428
F -0.2313 -0.0599 -0.1767
F 0.0586 -0.0569 -0.1393